DFT (ωB97M-V/def2-TZVPD) results for a molecular structure, H8IMnO4 at a distorted geometry.

## Properties
* net charge: 0
* 2S+1: 7
* E_tot: -1754.42358 Ha

Each line ends with the Mulliken spin population.
Element x y z (Å)
H  32.54  3.05  21.97  0.21
Mn  30.36  1.67  20.50  6.45
O  31.98  0.46  19.63  -0.11
H  28.86  3.18  22.12  0.15
O  31.24  3.28  19.32  -0.20
H  32.07  -0.31  19.07  -0.01
H  31.79  3.30  18.53  0.03
H  32.86  0.83  19.67  0.06
H  28.81  3.75  20.72  0.06
H  31.51  2.47  22.90  0.26
H  31.51  4.06  19.81  0.10
I  28.72  0.96  18.20  0.07
O  28.98  2.94  21.20  -0.37
O  31.73  2.54  21.98  -0.71